DFT (ωB97M-V with the def2-TZVPD basis set) results for 2 unconnected molecules or ions with the total composition C11H18NO at a distorted geometry.

Summary:
orbital gap	8.300	eV
LUMO energy	-3.37	eV
spin multiplicity	1
total charge	+1
molar mass	180.3	g mol⁻¹

Cartesian coordinates (Å):
C (3.7101, -0.5692, -1.1950)
C (3.2369, -1.6448, -0.3738)
C (3.3516, 0.7022, -0.7901)
C (2.4643, -1.4338, 0.7302)
C (2.4744, 0.9830, 0.2753)
C (1.8877, -0.1601, 0.8900)
C (-0.3499, -1.1589, -1.0911)
C (-1.7708, -1.4235, 0.9193)
C (-1.1492, 1.6543, -1.2399)
C (-2.0423, 1.6526, 0.9694)
C (-1.1564, -0.4608, -0.0701)
N (-1.4685, 0.7720, -0.1437)
O (0.8014, 0.0961, 1.6247)
H (4.3327, -0.7621, -2.0519)
H (3.8248, -2.5994, -0.3100)
H (3.8786, 1.5785, -1.2571)
H (2.2246, -2.3580, 1.2435)
H (2.3700, 2.0090, 0.5821)
H (0.3840, -1.7307, -0.4641)
H (0.0978, -0.7613, -1.9211)
H (-1.0726, -1.9050, -1.4067)
H (-2.6881, -1.0961, 1.3651)
H (-1.2195, -1.6462, 1.8710)
H (-1.8312, -2.5367, 0.4473)
H (-1.9641, 2.4161, -1.2370)
H (-0.1725, 2.2912, -1.0560)
H (-1.1679, 1.2508, -2.2724)
H (-3.0435, 2.2145, 0.6123)
H (-2.2290, 1.0101, 1.8837)
H (-1.1921, 2.2569, 1.1546)
H (0.6052, -0.6693, 2.2160)